(1)
Computed, not measured: a cluster of 2 separate species, C5H12O in total, with wB97M-V/def2-TZVPD.

The total energy comes out at -7425.8384 eV. The spin multiplicity is 1. The net charge is 0. For the HOMO-LUMO gap, the calculation gives 9.8837 eV. The LUMO energy is 0.83 eV. Its relative energy (zero: lowest compared OMol25 entry of this formula, charge and spin) is 142.1 kJ/mol. For the HOMO energy, the calculation gives -9.05 eV.

CARTESIAN COORDINATES (ANGSTROEM)
1 H -0.4969 -2.1784 0.9441
2 H 0.6016 0.6749 -4.1648
3 H -0.3909 -0.7248 1.7583
4 H -1.7528 0.2297 0.4453
5 C -0.2290 -1.1278 0.7205
6 H 2.8636 -0.7842 5.3965
7 C -0.4633 0.4966 -1.2204
8 H 1.5001 -1.2195 4.7087
9 C -0.7748 0.6187 -2.5142
10 C 0.0612 1.3642 -3.5112
11 C -1.1635 -0.3723 -0.2606
12 H 0.4204 0.9581 -0.8319
13 H -0.5005 2.0463 -4.1812
14 H -1.7596 0.3531 -2.7952
15 O 1.9177 -0.6431 5.3485
16 H 0.8449 -1.0987 0.4836
17 H 0.6034 2.0825 -2.8893
18 H -1.7963 -1.0794 -0.8036

---

(2)
Computed, not measured: the molecule C5H12O, with wB97M-V/def2-TZVPD.

The total energy comes out at -7422.2609 eV. The spin multiplicity is 1. The net charge is 0. For the HOMO-LUMO gap, the calculation gives 7.1416 eV. The LUMO energy is 0.85 eV. Its relative energy (zero: lowest compared OMol25 entry of this formula, charge and spin) is 487.3 kJ/mol. For the HOMO energy, the calculation gives -6.29 eV.

CARTESIAN COORDINATES (ANGSTROEM)
1 H 0.8921 1.6120 -1.9551
2 H 2.1104 -0.5368 0.7050
3 C 1.7946 -0.1976 -0.2917
4 C -0.8463 -1.3730 -0.0795
5 C 0.0359 1.2822 -1.3723
6 H -0.1686 -2.0287 0.5037
7 O 0.6124 0.6492 -0.1722
8 H -0.6562 -1.5569 -1.1506
9 H -1.8722 -1.7055 0.1040
10 H -0.8473 1.4475 1.9283
11 H -0.2456 -0.1782 2.3857
12 H -0.5857 2.1182 -1.0403
13 H -1.9726 0.0932 2.0123
14 H -0.6196 0.6197 -1.9532
15 C -0.8777 0.0739 0.2813
16 H 2.6084 0.3856 -0.7308
17 H 1.5868 -1.0767 -0.9070
18 C -0.9488 0.3719 1.7324

---

(3)
Computed, not measured: a cluster of 2 separate species, C5H12O in total, with wB97M-V/def2-TZVPD.

The total energy comes out at -7425.4919 eV. The spin multiplicity is 1. The net charge is 0. For the HOMO-LUMO gap, the calculation gives 11.7475 eV. The LUMO energy is 0.70 eV. Its relative energy (zero: lowest compared OMol25 entry of this formula, charge and spin) is 175.5 kJ/mol. For the HOMO energy, the calculation gives -11.05 eV.

CARTESIAN COORDINATES (ANGSTROEM)
1 H -0.9367 -0.9245 -2.8023
2 H 2.2841 -0.2016 1.4349
3 H 0.8340 -1.8610 1.2381
4 O -1.8137 -0.8507 -2.5668
5 H -1.4195 -0.3050 -0.1323
6 C 0.5313 -1.1128 0.4747
7 C 0.9753 1.3651 0.3313
8 H 0.6470 1.5881 -0.6356
9 H 2.3607 -0.2443 -0.4150
10 H -0.2492 1.3646 2.1926
11 C -0.3452 1.1391 1.1217
12 H -1.0661 1.8085 0.4607
13 C 1.7167 -0.1061 0.4340
14 H 0.3309 -1.5010 -0.6174
15 H 1.6940 2.1649 0.8595
16 C -0.7314 -0.2806 0.7952
17 H -1.1063 -0.7893 1.7315
18 H -1.7436 -0.3213 -1.7217

---

(4)
Computed, not measured: a cluster of 2 separate species, C5H12O in total, with wB97M-V/def2-TZVPD.

The total energy comes out at -7424.8995 eV. The spin multiplicity is 1. The net charge is 0. For the HOMO-LUMO gap, the calculation gives 9.8722 eV. The LUMO energy is 0.89 eV. Its relative energy (zero: lowest compared OMol25 entry of this formula, charge and spin) is 232.7 kJ/mol. For the HOMO energy, the calculation gives -8.98 eV.

CARTESIAN COORDINATES (ANGSTROEM)
1 H 0.6698 0.6346 1.6071
2 H 3.6473 0.3361 -0.0048
3 H -1.2675 1.9935 -0.2761
4 H -0.4133 -1.5455 -1.3774
5 C -0.8692 0.0189 0.3348
6 H 1.5819 1.2373 -0.6279
7 H -0.4663 1.0643 -1.5522
8 C -1.8226 -0.6866 0.9451
9 O 2.8963 0.1620 0.5748
10 H -0.9059 -1.5915 -0.8072
11 C 1.7055 0.2331 -0.1938
12 H 1.7348 -0.4841 -1.0293
13 C 0.5737 -0.0807 0.7851
14 C -1.2103 1.0078 -0.7475
15 H -2.8632 -0.6087 0.6386
16 H -1.5852 -1.4047 1.7268
17 H -2.1787 0.7854 -1.2062
18 H 0.7731 -1.0712 1.2098

---

(5)
Computed, not measured: the molecule C5H12O, with wB97M-V/def2-TZVPD.

The total energy comes out at -7426.4944 eV. The spin multiplicity is 1. The net charge is 0. For the HOMO-LUMO gap, the calculation gives 11.2527 eV. The LUMO energy is 0.99 eV. Its relative energy (zero: lowest compared OMol25 entry of this formula, charge and spin) is 78.8 kJ/mol. For the HOMO energy, the calculation gives -10.26 eV.

CARTESIAN COORDINATES (ANGSTROEM)
1 H 0.9631 -1.8219 0.4590
2 H -2.4021 -0.1718 -1.3130
3 C 1.5547 -0.9127 0.6285
4 H 0.1505 0.5928 1.1179
5 O -1.9687 -0.8509 0.6374
6 C 1.5783 1.5482 -0.0348
7 H 0.1890 -0.9195 -1.3537
8 C -0.2671 -0.0203 -0.9338
9 H 2.1433 1.4588 -0.9744
10 H 2.2666 1.6675 0.7923
11 C 0.7056 0.3198 0.2158
12 H 1.7142 -0.8467 1.7004
13 H 2.3877 -1.0130 -0.0643
14 H -1.9906 0.9669 -0.1978
15 H -1.8218 -1.7914 0.5003
16 H 0.9146 2.3952 -0.2178
17 H -0.2160 0.7117 -1.7411
18 C -1.6995 -0.0538 -0.4888

---

(6)
Computed, not measured: the molecule C5H12O, with wB97M-V/def2-TZVPD.

The total energy comes out at -7426.6739 eV. The spin multiplicity is 1. The net charge is 0. For the HOMO-LUMO gap, the calculation gives 10.8728 eV. The LUMO energy is 1.16 eV. Its relative energy (zero: lowest compared OMol25 entry of this formula, charge and spin) is 61.5 kJ/mol. For the HOMO energy, the calculation gives -9.71 eV.

CARTESIAN COORDINATES (ANGSTROEM)
1 C 1.7594 -0.5379 -0.1826
2 H -0.4467 0.3960 3.0188
3 H 1.9794 -1.1236 -1.0766
4 H -2.3389 -0.3009 -1.4653
5 O -0.1192 0.4460 1.0438
6 C -0.2926 0.4976 -1.3151
7 H -0.2537 -1.2715 -0.0827
8 H -2.1743 1.0840 -0.3603
9 H 2.3443 0.3934 -0.2126
10 H 1.1797 -0.2574 2.5173
11 H -2.1346 1.3261 -2.1432
12 C -1.7985 0.6704 -1.3239
13 C 0.2465 -0.2733 -0.1154
14 C 0.0877 -0.2023 2.2494
15 H 2.1010 -1.0636 0.7013
16 H -0.3453 -1.2346 2.2459
17 H 0.0489 -0.0438 -2.1894
18 H 0.1569 1.4955 -1.3091

---

(7)
Computed, not measured: a cluster of 2 separate species, C5H12O in total, with wB97M-V/def2-TZVPD.

The total energy comes out at -7423.4246 eV. The spin multiplicity is 1. The net charge is 0. For the HOMO-LUMO gap (alpha / beta), the calculation gives 8.2963 / 7.9285 eV. The LUMO energy (alpha / beta) is 1.05 / 0.95 eV. Its relative energy (zero: lowest compared OMol25 entry of this formula, charge and spin) is 375.0 kJ/mol. For the HOMO energy (alpha / beta), the calculation gives -7.25 / -6.98 eV.

CARTESIAN COORDINATES (ANGSTROEM)
1 C -1.0127 -2.5641 0.3833
2 C 2.2267 0.2167 0.4543
3 H -1.4123 -0.4744 0.8862
4 C 0.6085 1.5030 -0.6476
5 H 0.1878 -0.8010 0.2139
6 O 1.3473 1.1860 0.3590
7 H -1.2479 -0.7804 -0.8507
8 H 2.5021 -0.3267 -0.4435
9 H -0.3408 3.3920 -1.0943
10 H -2.0566 -2.8919 0.3595
11 C -0.4679 2.5093 -0.4542
12 H -0.4648 -3.1319 -0.3765
13 H -0.4810 2.8388 0.5883
14 C -0.8725 -1.0673 0.1381
15 H -1.4552 2.0832 -0.6821
16 H 2.7798 0.1976 1.3792
17 H -0.5923 -2.8336 1.3579
18 H 0.7518 0.9448 -1.5706

---

(8)
Computed, not measured: a structure of composition C5H12O, with wB97M-V/def2-TZVPD.

The total energy comes out at -7422.4924 eV. The spin multiplicity is 1. The net charge is 0. For the HOMO-LUMO gap, the calculation gives 7.6893 eV. The LUMO energy is 0.73 eV. Its relative energy (zero: lowest compared OMol25 entry of this formula, charge and spin) is 465.0 kJ/mol. For the HOMO energy, the calculation gives -6.96 eV.

CARTESIAN COORDINATES (ANGSTROEM)
1 H -0.6970 0.6630 2.6374
2 H 0.4320 1.7707 -2.5220
3 H 0.4125 -0.7352 2.8132
4 H -0.9615 1.3551 -0.4210
5 C 0.0170 0.8909 -0.5763
6 H -1.1077 -2.3552 -0.0724
7 H -0.4079 0.2050 -2.6010
8 H -2.0985 -0.8066 -0.4431
9 O 1.1374 -1.2019 -0.0125
10 H 1.8497 -0.6213 0.2955
11 C -0.0092 -0.5097 -0.0171
12 H 0.9658 0.7682 2.0450
13 C -1.2034 -1.2762 -0.0507
14 H 0.7572 1.5060 -0.0571
15 H 1.3124 0.2654 -2.2005
16 H -0.8212 -0.7234 1.1521
17 C 0.3549 0.7796 -2.0674
18 C 0.1080 0.0909 2.1563

---

(9)
Computed, not measured: a cluster of 2 separate species, C5H12O in total, with wB97M-V/def2-TZVPD.

The total energy comes out at -7416.7502 eV. The spin multiplicity is 2. The net charge is +1. For the HOMO-LUMO gap (alpha / beta), the calculation gives 9.0555 / 5.3206 eV. The LUMO energy (alpha / beta) is -5.21 / -8.77 eV. Its relative energy (zero: lowest compared OMol25 entry of this formula, charge and spin) is 148.8 kJ/mol. For the HOMO energy (alpha / beta), the calculation gives -14.27 / -14.09 eV.

CARTESIAN COORDINATES (ANGSTROEM)
1 C -2.4011 -0.3021 -0.1764
2 C 1.7974 0.6322 0.6646
3 H 2.5552 0.5748 -1.2887
4 C 2.4899 -0.0786 -0.4208
5 H 0.5850 2.0251 -0.4607
6 H 1.8767 -0.9601 -0.6573
7 C 1.0182 1.7791 0.5046
8 H -3.1456 -0.6555 -0.8915
9 H -0.6048 -1.0660 0.7879
10 H 3.4686 -0.4005 -0.0678
11 H -1.1048 0.3962 -1.4603
12 H 1.9169 0.2804 1.6871
13 O -1.6685 0.7725 -0.7752
14 C -1.4876 -1.4314 0.2504
15 H -1.9780 -2.1296 0.9339
16 H -2.9602 0.1233 0.6549
17 H 0.8017 2.4448 1.3317
18 H -1.1590 -2.0047 -0.6163

---

(10)
Computed, not measured: the molecule C5H12O2, with wB97M-V/def2-TZVPD.

The total energy comes out at -9474.6247 eV. The spin multiplicity is 1. The net charge is 0. For the HOMO-LUMO gap, the calculation gives 10.8675 eV. The LUMO energy is 0.89 eV. Its relative energy (zero: lowest compared OMol25 entry of this formula, charge and spin) is 49.3 kJ/mol. For the HOMO energy, the calculation gives -9.97 eV.

CARTESIAN COORDINATES (ANGSTROEM)
1 H -1.8755 0.3922 0.4752
2 H 2.3349 -0.6894 1.5502
3 O -2.0963 -1.2952 -0.7057
4 H -2.4177 0.8754 -1.9610
5 H 0.4221 1.0239 1.5121
6 H -1.8087 -1.9621 -0.0627
7 C -1.3934 0.7828 -1.5894
8 H 0.8874 1.4409 -0.1290
9 H -1.0200 1.7851 -1.3570
10 H 0.5246 -0.9964 -0.7843
11 C 2.3228 0.1821 0.8883
12 C -1.3812 -0.1247 -0.3706
13 H -0.2954 -1.1704 1.8908
14 C 0.8889 0.6209 0.5991
15 C 0.0305 -0.5243 0.0746
16 H 2.9005 0.9836 1.3589
17 H -0.7820 0.3516 -2.3902
18 O -0.0746 -1.5747 1.0402
19 H 2.8328 -0.1015 -0.0394

---

(11)
Computed, not measured: a structure of composition C5H12O2, with wB97M-V/def2-TZVPD.

The total energy comes out at -9470.6042 eV. The spin multiplicity is 1. The net charge is 0. For the HOMO-LUMO gap, the calculation gives 9.3137 eV. The LUMO energy is 0.68 eV. Its relative energy (zero: lowest compared OMol25 entry of this formula, charge and spin) is 437.2 kJ/mol. For the HOMO energy, the calculation gives -8.63 eV.

CARTESIAN COORDINATES (ANGSTROEM)
1 H 0.0359 -1.4515 -0.0039
2 H 0.3153 0.2754 -0.9612
3 H -2.9845 -0.9652 -0.0681
4 O 1.1834 1.8486 0.2459
5 C -2.5193 -0.8473 0.9153
6 H -2.2217 -1.8399 1.2748
7 H -0.7942 0.1531 1.7828
8 C 1.2901 0.4763 0.0029
9 C -1.3092 0.0843 0.8175
10 H -1.6145 1.0913 0.5171
11 C 2.3801 0.0903 -0.9881
12 H 1.2800 2.3233 -0.5905
13 C -0.4013 -0.4650 -0.2616
14 O -0.7689 -0.2744 -1.5374
15 H -3.2667 -0.4511 1.6089
16 H 2.1893 0.5177 -1.9813
17 H 1.4344 -0.0138 0.9658
18 H 3.3532 0.4453 -0.6353
19 H 2.4186 -0.9974 -1.1036

---

(12)
Computed, not measured: a cluster of 3 separate species, C5H12O2 in total, with wB97M-V/def2-TZVPD.

The total energy comes out at -9472.8179 eV. The spin multiplicity is 1. The net charge is 0. For the HOMO-LUMO gap, the calculation gives 9.4270 eV. The LUMO energy is 0.63 eV. Its relative energy (zero: lowest compared OMol25 entry of this formula, charge and spin) is 223.6 kJ/mol. For the HOMO energy, the calculation gives -8.80 eV.

CARTESIAN COORDINATES (ANGSTROEM)
1 H -5.6327 0.6219 -0.8160
2 H -1.3751 0.8911 0.1154
3 C 0.3869 0.7245 -1.0661
4 H 2.1369 -3.1453 3.8510
5 O -4.6699 0.4958 -0.8452
6 C 1.8625 0.8000 -1.0556
7 C -0.3503 0.8765 -2.3752
8 C 2.6840 0.6610 -0.0293
9 H 2.2678 0.3512 0.9191
10 H -4.3334 1.3492 -0.5534
11 O 1.6184 -3.7618 4.3801
12 H 0.7456 -3.3552 4.3888
13 H -0.0233 1.8084 -2.8329
14 H 3.7402 0.6067 -0.1811
15 H 2.2561 0.6575 -2.0670
16 H 0.2160 1.1519 1.0005
17 H -1.4106 0.9807 -2.1538
18 C -0.2968 0.9525 0.0637
19 H -0.2146 0.0544 -3.0857